[1]
{
  "formula": "C14H50N2O13",
  "method": "wB97M-V/def2-TZVPD",
  "elements": ["O", "H", "H", "O", "H", "H", "O", "H", "H", "O", "H", "H", "O", "H", "H", "C", "C", "O", "O", "H", "H", "H", "H", "H", "H", "C", "C", "O", "O", "H", "H", "H", "H", "H", "H", "C", "C", "O", "O", "H", "H", "H", "H", "H", "H", "C", "C", "C", "O", "C", "N", "H", "H", "H", "H", "H", "H", "H", "H", "H", "H", "H", "C", "C", "C", "O", "C", "N", "H", "H", "H", "H", "H", "H", "H", "H", "H", "H", "H"],
  "coordinates": [[-2.809, 2.491, 2.579], [-2.447, 2.665, 1.699], [-2.031, 2.375, 3.142], [-0.385, 0.312, 1.563], [-0.400, -0.487, 1.026], [-0.607, 1.029, 0.944], [-1.137, 2.545, 0.330], [-1.498, 2.370, -0.546], [-0.454, 3.238, 0.179], [3.840, -0.432, 2.187], [3.222, -0.473, 2.928], [3.516, -1.103, 1.558], [2.843, -1.900, 0.119], [2.680, -1.794, -0.849], [2.037, -2.333, 0.452], [1.054, -5.089, -0.290], [0.136, -3.859, -0.060], [0.564, -3.001, 0.982], [1.022, -5.908, 0.880], [2.092, -4.765, -0.401], [0.750, -5.671, -1.158], [-0.871, -4.253, 0.095], [0.057, -3.294, -0.989], [0.504, -3.477, 1.817], [1.231, -5.353, 1.635], [1.197, -1.143, -3.387], [0.002, -0.561, -2.576], [0.291, 0.766, -2.231], [2.363, -1.503, -2.618], [1.447, -0.540, -4.263], [0.961, -2.112, -3.846], [-0.130, -1.142, -1.658], [-0.887, -0.563, -3.203], [1.041, 0.876, -1.630], [2.969, -1.899, -3.249], [0.369, 1.018, 5.203], [0.592, 2.508, 4.871], [-0.453, 3.047, 4.066], [0.776, 0.185, 4.124], [-0.647, 0.750, 5.498], [1.051, 0.800, 6.025], [1.561, 2.534, 4.366], [0.714, 3.050, 5.812], [-0.281, 3.974, 3.882], [0.190, 0.340, 3.372], [-2.869, -0.359, -0.295], [-4.034, -1.036, -0.989], [-3.710, -2.412, -1.577], [-2.982, -2.315, -2.807], [-2.450, -3.565, -3.187], [-5.215, -1.084, -0.090], [-3.194, 0.502, 0.292], [-2.110, 0.020, -0.984], [-2.323, -1.013, 0.388], [-4.318, -0.392, -1.824], [-4.617, -2.942, -1.874], [-3.116, -2.961, -0.840], [-1.442, -3.701, -2.791], [-2.438, -3.577, -4.277], [-3.083, -4.411, -2.907], [-5.078, -1.659, 0.731], [-5.315, -0.121, 0.203], [3.671, 2.147, -1.556], [2.646, 2.693, -0.609], [1.648, 3.676, -1.294], [0.771, 4.274, -0.367], [0.055, 5.460, -0.766], [1.826, 1.552, -0.167], [4.285, 2.950, -1.968], [3.130, 1.599, -2.329], [4.362, 1.452, -1.078], [3.106, 3.206, 0.239], [1.111, 3.336, -2.184], [2.288, 4.430, -1.775], [0.826, 6.158, -1.092], [-0.585, 5.914, -0.012], [-0.646, 5.235, -1.574], [2.465, 0.935, 0.317], [1.295, 1.787, 0.664]],
  "lowdin_charge": [-0.086, -0.018, -0.009, -0.057, 0.024, -0.011, -0.061, 0.072, 0.036, -0.086, 0.016, -0.022, -0.079, 0.023, -0.003, -0.204, -0.224, -0.065, -0.061, 0.117, 0.123, 0.120, 0.094, 0.109, 0.071, -0.193, -0.231, -0.100, -0.095, 0.119, 0.108, 0.099, 0.119, 0.014, 0.098, -0.226, -0.221, -0.075, -0.088, 0.122, 0.114, 0.119, 0.112, 0.096, 0.030, -0.060, -0.407, -0.186, -0.198, -0.115, 0.037, 0.076, 0.059, 0.075, 0.140, 0.127, 0.116, 0.068, 0.090, 0.088, 0.071, 0.066, -0.049, -0.384, -0.187, -0.232, -0.056, 0.054, 0.083, 0.079, 0.090, 0.146, 0.129, 0.121, 0.091, 0.093, 0.092, 0.073, 0.071],
  "de_lowest_kcal_mol": 0.0,
  "smiles": "COC[C@H](C)N.COC[C@H](C)N.OCCO.OCCO.OCCO.O.O.O.O.O",
  "gap_ev": 9.659,
  "mol_weight_g_mol": 454.555
}



[2]
{
  "formula": "C14H52N14O12",
  "method": "wB97M-V/def2-TZVPD",
  "elements": ["C", "C", "O", "H", "H", "H", "H", "H", "H", "C", "C", "O", "H", "H", "H", "H", "H", "H", "C", "O", "N", "N", "H", "H", "H", "H", "C", "O", "N", "N", "H", "H", "H", "H", "C", "O", "N", "N", "H", "H", "H", "H", "C", "O", "N", "N", "H", "H", "H", "H", "C", "O", "N", "N", "H", "H", "H", "H", "C", "O", "N", "N", "H", "H", "H", "H", "C", "O", "N", "N", "H", "H", "H", "H", "C", "O", "H", "H", "H", "H", "C", "O", "H", "H", "H", "H", "C", "O", "H", "H", "H", "H"],
  "coordinates": [[-0.897, -3.313, -3.739], [-0.773, -4.479, -2.749], [0.393, -5.131, -3.009], [-0.837, -3.590, -4.783], [-0.082, -2.593, -3.643], [-1.792, -2.760, -3.426], [-1.557, -5.249, -2.705], [-0.673, -4.028, -1.836], [1.140, -4.702, -2.561], [2.752, 2.011, 3.083], [2.376, 1.644, 1.661], [1.056, 1.237, 1.753], [3.812, 2.223, 3.179], [2.557, 1.215, 3.845], [2.195, 2.835, 3.362], [2.849, 0.853, 1.127], [2.436, 2.629, 1.101], [0.747, 1.009, 0.854], [-0.677, 3.409, 0.410], [0.442, 4.029, 0.833], [-0.944, 3.246, -0.863], [-1.541, 2.847, 1.221], [-0.430, 3.826, -1.548], [-1.915, 3.037, -1.205], [-1.387, 2.670, 2.230], [-2.435, 2.410, 0.849], [-0.767, -0.276, -0.420], [-0.802, -1.486, -1.046], [-1.425, -0.049, 0.706], [-0.043, 0.688, -0.768], [-2.135, -0.793, 1.083], [-1.203, 0.762, 1.201], [0.444, 0.625, -1.718], [-0.481, 1.678, -0.764], [-3.440, 1.679, -1.389], [-3.205, 0.573, -2.247], [-3.565, 1.559, -0.064], [-3.482, 2.876, -1.741], [-2.924, 0.758, 0.193], [-4.545, 1.211, 0.133], [-3.291, 3.201, -2.694], [-3.756, 3.564, -1.023], [2.691, -2.948, -0.398], [2.219, -3.951, -1.290], [3.945, -2.927, -0.004], [1.994, -1.944, -0.011], [4.365, -3.872, -0.220], [4.355, -2.420, 0.789], [0.963, -1.981, -0.272], [2.174, -1.467, 0.870], [-1.598, 1.249, 4.103], [-2.687, 1.409, 5.005], [-0.866, 2.229, 3.679], [-1.169, 0.084, 3.692], [-1.029, 3.171, 4.103], [0.071, 2.129, 3.164], [-1.332, -0.802, 4.212], [-0.570, -0.026, 2.840], [4.151, 0.320, -1.622], [4.642, 1.348, -2.397], [4.938, -0.558, -1.058], [2.951, -0.024, -1.644], [5.897, -0.285, -1.265], [4.522, -1.424, -0.665], [2.303, 0.461, -2.303], [2.539, -0.698, -0.975], [-4.316, -1.396, 2.454], [-5.409, -0.629, 2.067], [-3.473, -1.866, 1.590], [-4.093, -1.735, 3.711], [-3.795, -1.738, 0.625], [-2.578, -2.395, 1.810], [-4.812, -1.329, 4.323], [-3.126, -1.803, 4.150], [-0.255, 1.174, -3.827], [0.911, 0.575, -3.327], [-1.150, 0.550, -3.652], [-0.065, 1.460, -4.856], [-0.342, 2.097, -3.274], [0.992, -0.296, -3.712], [2.876, 3.560, -1.428], [3.092, 4.075, -2.690], [2.526, 4.352, -0.785], [3.783, 3.112, -0.903], [2.217, 2.718, -1.462], [3.969, 4.419, -2.728], [-0.538, -3.960, 1.518], [-1.508, -3.451, 2.332], [0.137, -4.579, 2.105], [-0.011, -3.113, 1.058], [-0.991, -4.542, 0.764], [-1.730, -4.191, 2.912]],
  "lowdin_charge": [-0.075, -0.352, -0.087, 0.066, 0.050, 0.070, 0.123, 0.045, 0.032, -0.061, -0.301, -0.153, 0.080, 0.094, 0.045, 0.087, 0.115, 0.034, -0.625, -0.071, 0.126, 0.158, 0.155, 0.060, 0.043, 0.075, -0.641, -0.084, 0.133, 0.170, 0.115, 0.031, 0.094, 0.090, -0.598, -0.087, 0.093, 0.163, 0.077, 0.165, 0.169, 0.171, -0.555, -0.096, 0.128, 0.137, 0.171, 0.141, 0.110, 0.141, -0.588, -0.148, 0.114, 0.156, 0.173, 0.124, 0.123, 0.098, -0.675, -0.123, 0.155, 0.176, 0.126, 0.047, 0.092, 0.052, -0.621, -0.137, 0.120, 0.153, 0.142, 0.076, 0.128, 0.120, -0.102, -0.162, 0.089, 0.096, 0.064, 0.106, -0.228, -0.089, 0.062, 0.092, 0.040, 0.069, -0.132, -0.129, 0.100, 0.064, 0.083, 0.120],
  "de_lowest_kcal_mol": 129.6,
  "smiles": "NC(N)=O.NC(N)=O.NC(N)=O.NC(N)=O.NC(N)=O.NC(N)=O.NC(N)=O.CCO.CCO.CO.CO.CO",
  "gap_ev": 8.318,
  "mol_weight_g_mol": 608.656
}



[3]
{
  "formula": "C14H54N6O13",
  "method": "wB97M-V/def2-TZVPD",
  "elements": ["C", "C", "O", "H", "H", "H", "H", "H", "H", "C", "O", "N", "N", "H", "H", "H", "H", "C", "O", "N", "N", "H", "H", "H", "H", "C", "O", "N", "N", "H", "H", "H", "H", "C", "O", "H", "H", "H", "H", "C", "O", "H", "H", "H", "H", "C", "O", "H", "H", "H", "H", "C", "O", "H", "H", "H", "H", "C", "O", "H", "H", "H", "H", "C", "O", "H", "H", "H", "H", "C", "O", "H", "H", "H", "H", "C", "O", "H", "H", "H", "H", "C", "O", "H", "H", "H", "H"],
  "coordinates": [[3.847, 0.776, -0.531], [3.699, 1.439, 0.838], [4.597, 0.680, 1.623], [3.096, 1.164, -1.190], [3.724, -0.271, -0.458], [4.795, 0.910, -0.974], [2.748, 1.314, 1.402], [3.897, 2.496, 0.973], [4.581, 1.121, 2.484], [-0.841, 4.042, -2.767], [-1.037, 4.035, -4.111], [-0.286, 3.039, -2.178], [-1.049, 5.124, -2.033], [0.056, 2.227, -2.712], [-0.084, 2.958, -1.112], [-1.428, 5.929, -2.583], [-1.046, 5.227, -0.995], [-3.823, -1.592, 2.772], [-2.675, -0.838, 3.081], [-4.846, -1.602, 3.529], [-3.837, -2.392, 1.742], [-4.961, -0.893, 4.316], [-5.684, -2.097, 3.323], [-3.129, -2.435, 0.992], [-4.631, -2.882, 1.462], [-1.516, -3.738, -0.305], [-0.206, -4.046, 0.163], [-2.079, -2.559, -0.307], [-2.176, -4.632, -0.904], [-1.414, -1.862, 0.075], [-2.606, -2.112, -1.058], [-1.788, -5.545, -1.160], [-2.903, -4.336, -1.555], [0.700, -0.513, 0.157], [-0.505, -0.667, 0.802], [0.584, -0.771, -0.904], [1.519, -0.968, 0.707], [0.943, 0.537, 0.325], [-0.415, -0.249, 1.668], [1.170, 3.664, 0.651], [-0.168, 3.166, 0.555], [1.602, 3.367, 1.581], [1.047, 4.698, 0.544], [1.841, 3.292, -0.153], [-0.422, 2.586, 1.352], [1.141, 1.480, -4.439], [1.375, 0.943, -3.133], [0.103, 1.381, -4.682], [1.762, 1.094, -5.255], [1.531, 2.500, -4.322], [2.295, 0.619, -3.241], [1.793, -2.484, -2.859], [2.589, -2.728, -4.047], [2.419, -2.255, -1.931], [0.991, -3.318, -2.735], [1.131, -1.610, -3.184], [2.553, -3.658, -4.266], [1.103, -0.870, 3.921], [1.341, -0.377, 5.147], [0.093, -0.668, 3.642], [1.169, -1.867, 4.103], [1.840, -0.503, 3.265], [0.721, -0.696, 5.781], [-1.753, 0.093, -2.825], [-2.977, -0.454, -2.452], [-1.851, 1.040, -3.298], [-1.220, -0.568, -3.559], [-1.034, 0.177, -2.046], [-3.538, 0.287, -2.277], [-0.851, 1.802, 3.853], [-1.069, 1.422, 2.495], [-0.955, 2.836, 3.999], [0.229, 1.569, 4.004], [-1.523, 1.202, 4.487], [-1.714, 0.700, 2.512], [-4.797, 0.746, 0.806], [-3.465, 0.559, 0.250], [-5.333, 1.359, 0.086], [-4.882, 1.169, 1.885], [-5.274, -0.238, 0.754], [-3.099, -0.259, 0.496], [4.742, -2.767, 0.037], [6.083, -2.541, -0.192], [4.192, -2.133, 0.680], [4.585, -3.726, 0.310], [4.159, -2.659, -0.898], [6.495, -3.412, -0.016]],
  "lowdin_charge": [-0.042, -0.313, -0.089, 0.048, 0.036, 0.077, 0.090, 0.103, 0.088, -0.661, -0.139, 0.171, 0.135, 0.052, 0.101, 0.129, 0.118, -0.604, -0.131, 0.175, 0.191, 0.172, 0.111, 0.055, 0.097, -0.601, -0.145, 0.127, 0.165, 0.078, 0.116, 0.139, 0.128, -0.131, -0.142, 0.077, 0.085, 0.070, 0.047, -0.129, -0.180, 0.068, 0.061, 0.086, 0.082, -0.134, -0.186, 0.068, 0.090, 0.092, 0.092, -0.150, -0.146, 0.069, 0.103, 0.062, 0.059, -0.181, -0.084, 0.056, 0.069, 0.081, 0.081, -0.164, -0.106, 0.069, 0.097, 0.043, 0.068, -0.098, -0.177, 0.063, 0.082, 0.097, 0.026, -0.124, -0.115, 0.071, 0.107, 0.059, -0.010, -0.189, -0.083, 0.057, 0.050, 0.068, 0.096],
  "de_lowest_kcal_mol": 29.5,
  "gap_ev": 8.477,
  "mol_weight_g_mol": 514.615
}



[4]
{
  "formula": "C14H62O24",
  "method": "wB97M-V/def2-TZVPD",
  "elements": ["O", "H", "H", "O", "H", "H", "O", "H", "H", "O", "H", "H", "O", "H", "H", "O", "H", "H", "O", "H", "H", "O", "H", "H", "O", "H", "H", "O", "H", "H", "C", "C", "O", "O", "H", "H", "H", "H", "H", "H", "C", "C", "O", "O", "H", "H", "H", "H", "H", "H", "C", "C", "O", "O", "H", "H", "H", "H", "H", "H", "C", "C", "O", "O", "H", "H", "H", "H", "H", "H", "C", "C", "O", "O", "H", "H", "H", "H", "H", "H", "C", "C", "O", "O", "H", "H", "H", "H", "H", "H", "C", "C", "O", "O", "H", "H", "H", "H", "H", "H"],
  "coordinates": [[0.244, -3.956, 2.188], [0.791, -3.317, 2.678], [-0.570, -3.606, 2.471], [-4.830, 0.512, -0.744], [-4.849, -0.415, -0.537], [-5.600, 0.845, -0.337], [0.799, 2.911, 2.403], [1.097, 2.160, 2.932], [0.104, 3.362, 2.924], [-4.296, -0.995, 2.843], [-3.730, -0.227, 2.878], [-4.743, -0.873, 2.036], [1.694, 0.614, 3.494], [1.337, -0.234, 3.723], [2.648, 0.526, 3.574], [-2.257, -3.883, -0.832], [-2.598, -3.772, -1.728], [-1.528, -3.261, -0.813], [-0.801, -1.948, -3.798], [-0.250, -1.180, -3.650], [-0.516, -2.215, -4.650], [-3.721, -1.273, -2.879], [-4.098, -1.098, -1.990], [-3.379, -0.424, -3.080], [0.988, -1.873, 4.096], [1.823, -2.102, 4.564], [0.472, -2.351, 4.757], [-3.184, 3.073, 0.126], [-3.621, 3.806, 0.552], [-3.865, 2.473, -0.134], [0.952, 4.149, -2.130], [0.431, 3.779, -0.746], [-0.259, 4.802, -0.077], [1.970, 3.279, -2.446], [1.258, 5.167, -1.997], [0.098, 4.033, -2.876], [1.252, 3.544, -0.061], [-0.172, 2.881, -0.783], [-0.425, 4.482, 0.756], [2.687, 3.286, -1.801], [2.615, -4.727, -0.214], [3.068, -3.688, 0.760], [3.546, -4.305, 1.992], [3.687, -5.607, -0.300], [2.465, -4.292, -1.205], [1.629, -5.190, 0.092], [2.278, -3.028, 0.961], [3.882, -3.144, 0.277], [4.146, -4.914, 1.687], [3.370, -6.317, -0.845], [-1.820, 0.052, 4.475], [-2.726, 1.170, 4.303], [-2.947, 1.475, 2.941], [-1.460, -0.029, 5.835], [-0.918, 0.165, 3.794], [-2.191, -0.947, 4.196], [-2.225, 2.034, 4.775], [-3.694, 0.916, 4.756], [-2.413, 2.191, 2.657], [-0.939, 0.653, 6.189], [-2.683, 3.005, -4.852], [-2.630, 1.807, -3.844], [-2.068, 2.350, -2.683], [-2.827, 2.532, -6.200], [-1.817, 3.619, -4.823], [-3.578, 3.595, -4.610], [-2.048, 0.957, -4.320], [-3.623, 1.439, -3.534], [-1.710, 1.703, -2.073], [-2.012, 2.585, -6.695], [-0.270, -0.679, 0.849], [-1.270, 0.327, 0.361], [-1.170, 0.251, -1.085], [-0.731, -1.981, 0.308], [-0.213, -0.784, 1.947], [0.696, -0.333, 0.511], [-1.029, 1.324, 0.802], [-2.286, 0.034, 0.567], [-1.118, -0.668, -1.302], [-0.277, -2.653, 0.778], [2.310, -1.507, -3.033], [1.897, -0.093, -2.659], [0.660, 0.296, -3.218], [3.528, -1.731, -2.331], [2.640, -1.558, -4.122], [1.520, -2.250, -2.728], [2.709, 0.674, -2.862], [1.688, -0.105, -1.615], [0.283, 1.017, -2.657], [3.790, -2.581, -2.666], [4.770, 0.825, 0.867], [3.410, 0.306, 0.652], [2.681, 1.520, 0.615], [5.733, -0.063, 1.286], [4.856, 1.644, 1.597], [5.170, 1.170, -0.075], [2.974, -0.367, 1.409], [3.503, -0.304, -0.249], [2.159, 1.794, 1.397], [5.682, -0.266, 2.260]],
  "lowdin_charge": [-0.019, 0.017, 0.022, -0.001, 0.033, 0.036, -0.056, -0.017, 0.064, -0.015, -0.026, 0.001, -0.039, -0.026, 0.072, -0.063, 0.030, -0.018, -0.037, -0.028, 0.022, -0.033, 0.017, -0.035, -0.046, 0.110, 0.091, -0.018, 0.041, -0.006, -0.246, -0.251, -0.025, -0.055, 0.111, 0.138, 0.098, 0.094, 0.010, 0.095, -0.265, -0.217, -0.033, -0.042, 0.109, 0.143, 0.076, 0.120, 0.019, 0.090, -0.280, -0.249, -0.065, -0.031, 0.112, 0.130, 0.141, 0.144, 0.058, 0.065, -0.196, -0.230, -0.088, -0.079, 0.100, 0.121, 0.134, 0.110, 0.022, 0.073, -0.150, -0.174, -0.076, -0.080, 0.099, 0.098, 0.117, 0.103, 0.064, 0.015, -0.228, -0.233, -0.099, -0.083, 0.145, 0.124, 0.146, 0.085, 0.090, 0.073, -0.304, -0.248, -0.084, -0.068, 0.130, 0.131, 0.109, 0.104, 0.051, 0.115],
  "de_lowest_kcal_mol": 95.0,
  "gap_ev": 8.882,
  "mol_weight_g_mol": 614.626
}